# 1
Molecular formula: C66H186N25O7P7
Method: DFT, ωB97M-V with the def2-TZVPD basis set

Geometry (Å):
O  -19.7676  5.0431  25.5255
P  -20.2041  6.2536  24.7559
N  -19.0176  7.4292  24.8970
C  -19.0393  8.5969  24.0430
C  -17.6123  6.8378  24.8924
N  -21.5564  7.0475  25.2287
C  -22.8836  6.5553  24.9515
C  -21.4652  7.7168  26.5869
N  -20.5441  5.8610  23.2255
C  -19.8188  4.7982  22.5670
C  -21.0953  6.8235  22.2570
H  -18.1587  9.2692  24.1247
H  -19.8816  9.1939  24.3183
H  -19.0930  8.4178  22.9980
H  -16.9695  7.6545  25.0521
H  -17.3905  6.4483  23.9086
H  -17.5448  6.1012  25.6765
H  -23.6038  7.2926  25.2947
H  -23.0507  6.4851  23.8760
H  -23.0307  5.5332  25.3810
H  -20.7216  8.5238  26.4111
H  -22.4118  8.0775  26.8816
H  -21.0634  7.0959  27.3679
H  -19.5482  3.9203  23.1410
H  -20.4410  4.3792  21.7287
H  -18.9314  5.1731  22.1015
H  -20.4039  7.4159  21.6978
H  -21.8077  7.4865  22.7563
H  -21.8052  6.2886  21.5696
O  -20.4320  2.0431  22.0034
P  -21.2545  1.5170  23.0976
N  -20.7560  2.0142  24.5725
C  -21.5325  2.2792  25.7564
C  -19.3314  1.9756  24.7980
N  -21.1179  -0.1309  23.0701
C  -21.8069  -0.9292  24.0772
C  -20.8818  -0.9730  21.8630
N  -22.8365  1.8626  23.1094
C  -23.1438  3.2950  23.0515
C  -23.6832  1.2218  22.1439
H  -21.2910  1.5907  26.5809
H  -22.5790  2.2377  25.5539
H  -21.4060  3.3194  26.1224
H  -18.6580  1.9481  23.8500
H  -19.0150  1.0934  25.4414
H  -19.0589  2.9419  25.3106
H  -22.6377  -1.4743  23.6749
H  -21.1005  -1.6621  24.4020
H  -22.1348  -0.3588  24.9405
H  -20.3887  -1.8307  22.2267
H  -21.8531  -1.2341  21.4466
H  -20.2395  -0.4386  21.2151
H  -22.9029  3.8179  22.1547
H  -24.1852  3.4494  23.3321
H  -22.6056  3.8816  23.8104
H  -24.7041  1.2473  22.5511
H  -23.4404  0.1195  22.1489
H  -23.5244  1.5527  21.0630
O  -10.1482  -0.0760  24.5767
P  -10.1582  1.3889  24.8026
N  -10.6897  2.2132  23.4999
C  -11.3861  3.4951  23.5251
C  -10.6456  1.6364  22.1895
N  -8.6385  1.8963  25.1901
C  -8.3250  3.2482  25.4060
C  -7.7473  0.8941  25.6767
N  -11.0744  1.9343  26.0905
C  -10.6558  1.9431  27.5005
C  -12.4645  1.9415  25.9341
H  -11.4551  3.8288  24.5411
H  -12.3788  3.2932  23.1710
H  -10.9392  4.2833  22.9454
H  -11.4975  1.9310  21.5898
H  -10.6050  0.5556  22.2164
H  -9.7696  1.9131  21.6123
H  -7.9704  3.3279  26.4348
H  -7.4834  3.5587  24.7886
H  -9.2198  3.8373  25.2002
H  -6.7339  1.1718  25.4335
H  -7.8650  0.6323  26.7698
H  -7.9424  -0.0803  25.2868
H  -11.0714  1.0531  28.0253
H  -9.5220  1.9553  27.5553
H  -11.0375  2.8210  28.0396
H  -13.0294  1.1941  26.4953
H  -12.7075  1.7951  24.8891
H  -12.9637  2.9181  26.1272
O  -25.5782  4.1745  25.6480
P  -26.1520  3.5349  26.8126
N  -25.3960  3.7782  28.2573
C  -25.6363  4.7849  29.2597
C  -24.0164  3.2061  28.3311
N  -26.3211  1.8744  26.7555
C  -26.9272  1.3736  25.5665
C  -26.1527  0.9283  27.8189
N  -27.7314  4.1369  26.9848
C  -28.0629  5.5411  26.6663
C  -28.6710  3.4537  27.8445
H  -25.0568  5.6964  29.0593
H  -25.3727  4.4627  30.2496
H  -26.6983  5.0894  29.2361
H  -23.7119  2.7099  27.3971
H  -23.8626  2.5850  29.1814
H  -23.2907  4.0443  28.4712
H  -26.3612  0.5394  25.1853
H  -27.9623  1.0180  25.8353
H  -26.8902  2.0621  24.7261
H  -27.1503  0.4943  28.1963
H  -25.6187  0.0707  27.5021
H  -25.6102  1.3921  28.6521
H  -28.2492  6.1465  27.5537
H  -27.2588  6.0046  26.0983
H  -29.0029  5.6048  26.0643
H  -29.6774  3.4517  27.3492
H  -28.8869  3.8437  28.8667
H  -28.3549  2.4535  27.9034
O  -13.8368  1.2631  21.5297
P  -15.1085  0.8370  22.0945
N  -15.8000  -0.1805  20.9393
C  -15.0695  -0.8386  19.9381
C  -17.1802  -0.7943  21.1099
N  -16.3201  1.8796  22.3750
C  -17.0824  2.3852  21.2359
C  -16.0376  2.9881  23.2857
N  -14.8503  0.0345  23.5723
C  -13.6405  -0.8638  23.6231
C  -15.8074  -0.4557  24.5272
H  -14.4649  -0.1423  19.3486
H  -15.8498  -1.3006  19.2482
H  -14.4208  -1.6352  20.3260
H  -17.7182  -0.3936  21.9189
H  -17.2206  -1.8061  21.2883
H  -17.8111  -0.6710  20.2146
H  -18.1244  2.5419  21.5174
H  -16.6966  3.2924  20.7832
H  -17.0090  1.6443  20.3602
H  -15.6908  3.9100  22.8289
H  -16.9642  3.2202  23.7759
H  -15.3266  2.8686  24.0824
H  -13.5798  -1.3188  24.6668
H  -13.9524  -1.6932  22.9091
H  -12.6875  -0.4317  23.3416
H  -15.7136  0.0207  25.5187
H  -15.7403  -1.5509  24.6755
H  -16.8253  -0.2324  24.2215
O  -23.2199  3.1072  31.1265
P  -22.3588  3.0418  32.3085
N  -21.3557  4.3974  32.3403
C  -21.8451  5.6954  31.7763
C  -20.2264  4.3822  33.2556
N  -21.3804  1.7001  32.3135
C  -20.1537  1.8478  31.5119
C  -21.6290  0.3623  32.7686
N  -23.2670  2.8276  33.7406
C  -22.5832  2.4575  34.9586
C  -24.3675  3.6901  33.9914
H  -22.6732  6.1512  32.3222
H  -22.1720  5.3770  30.7953
H  -21.0097  6.3608  31.6952
H  -19.9466  3.3176  33.4506
H  -20.3629  4.8383  34.2089
H  -19.3901  4.8426  32.8386
H  -19.2521  1.5294  32.0550
H  -20.2340  1.1577  30.7059
H  -20.0433  2.8505  31.1915
H  -21.6994  -0.2769  31.8792
H  -20.7763  -0.0041  33.3379
H  -22.4765  0.2037  33.4204
H  -23.2570  2.5314  35.8201
H  -22.3149  1.3752  35.0408
H  -21.6414  3.0128  35.1913
H  -24.8230  3.3126  34.8882
H  -25.1459  3.6158  33.2099
H  -24.1330  4.7876  34.0225
O  -13.3700  4.2729  31.9363
P  -13.3681  3.6443  33.2586
N  -14.8451  3.4705  34.0293
C  -15.7729  2.4876  33.4368
C  -15.5306  4.6439  34.5402
N  -12.5732  4.5845  34.3886
C  -12.4033  4.3637  35.8500
C  -11.6684  5.6896  34.0120
N  -12.7307  2.0952  33.2377
C  -11.8282  1.6361  32.1909
C  -12.9456  1.2897  34.4171
H  -15.2664  1.8934  32.6921
H  -16.5917  2.9749  32.9826
H  -16.1080  1.8002  34.2375
H  -16.2526  4.2589  35.2683
H  -16.1250  5.1076  33.7057
H  -14.8962  5.3999  35.0182
H  -11.3118  4.1964  35.8987
H  -12.6642  5.2468  36.3942
H  -12.8422  3.4937  36.2448
H  -11.9187  5.9691  32.9942
H  -11.8421  6.5777  34.5331
H  -10.5992  5.3438  34.1076
H  -11.4700  2.5066  31.6359
H  -11.0182  1.1073  32.6489
H  -12.3236  0.8783  31.5339
H  -13.4740  0.3375  34.1817
H  -13.5945  1.8056  35.0804
H  -11.9216  1.0301  34.8965
C  -15.1838  -3.3384  33.1961
C  -15.6452  -3.5488  31.7493
N  -15.6065  -2.3433  30.9256
C  -16.3334  -1.2340  31.4659
C  -17.7638  -1.5928  31.7698
C  -14.2095  -2.0504  30.6913
C  -14.0544  -0.9482  29.5611
H  -14.2460  -2.7683  33.1704
H  -14.9525  -4.3368  33.6714
H  -15.8891  -2.7975  33.7963
H  -15.0001  -4.3261  31.2422
H  -16.6299  -4.0142  31.6483
H  -16.3012  -0.3866  30.7929
H  -15.8052  -0.8230  32.3300
H  -18.4641  -0.7442  31.6334
H  -17.8476  -2.0642  32.7907
H  -18.2115  -2.2816  31.0156
H  -13.6409  -1.6510  31.5852
H  -13.7851  -3.0015  30.2832
H  -14.7435  -1.2406  28.7611
H  -14.2911  0.0974  29.8817
H  -13.0174  -0.9993  29.2672
C  -10.2705  8.0257  26.5392
C  -10.4412  7.7950  28.0264
N  -11.7917  7.2417  28.3576
C  -11.6221  5.7730  28.3609
C  -11.1227  5.2909  29.6814
C  -12.5880  7.9024  29.3890
C  -14.0920  7.4947  29.3650
H  -9.4340  8.6874  26.5102
H  -11.0895  8.6831  26.1206
H  -10.0495  7.1257  25.9785
H  -9.5255  7.3013  28.4228
H  -10.4236  8.8218  28.4810
H  -12.6270  5.2264  28.1292
H  -10.8783  5.5756  27.5797
H  -10.8796  4.2177  29.6967
H  -10.3143  5.9382  30.0265
H  -11.8213  5.4405  30.4281
H  -12.3920  8.9675  29.2130
H  -12.1783  7.6684  30.4184
H  -14.1628  6.4256  29.1686
H  -14.6541  8.1104  28.6301
H  -14.5145  7.5777  30.3672
C  -10.2145  7.2621  22.3970
C  -11.6221  7.5443  22.0235
N  -12.5301  6.7963  22.8997
C  -12.9481  7.4901  24.0955
C  -13.4940  6.5232  25.2124
C  -13.7001  6.2054  22.2455
C  -14.5492  7.2985  21.5201
H  -9.8810  6.2156  22.2297
H  -9.9975  7.4509  23.4582
H  -9.4988  7.9585  21.9427
H  -11.8512  8.6164  22.0951
H  -11.7761  7.1544  21.0397
H  -12.0847  8.0040  24.4100
H  -13.7014  8.3163  23.8720
H  -13.0499  5.4930  25.0622
H  -13.0142  6.8463  26.1307
H  -14.5684  6.3725  25.3203
H  -14.2810  5.6839  23.0015
H  -13.4486  5.4567  21.5396
H  -14.0552  7.7010  20.6463
H  -14.7123  8.1640  22.2757
H  -15.5393  6.8599  21.3011
C  -17.2430  0.8597  27.8298
C  -17.8114  2.2292  27.7227
N  -17.6861  2.9586  28.9549
C  -18.2176  4.2748  28.8250
C  -19.6693  4.4322  28.4773
C  -16.4706  2.7901  29.6764
C  -15.2259  3.4267  28.9444
H  -17.7169  0.3007  28.6764
H  -16.1367  0.9355  27.8955
H  -17.4649  0.2551  27.0288
H  -17.2565  2.6911  26.9053
H  -18.7879  2.2596  27.3897
H  -18.0349  4.8923  29.7416
H  -17.7901  4.8201  27.9728
H  -19.8633  5.4930  28.3348
H  -19.9211  3.9529  27.5481
H  -20.2863  4.1048  29.3067
H  -16.2903  1.7329  29.8558
H  -16.6344  3.2559  30.6607
H  -15.0111  3.0616  27.9393
H  -14.3280  3.3319  29.6091
H  -15.3832  4.5565  28.8039

Atoms 1-2, force components in eV/Å:
O -0.277 0.973 -0.594
P 0.706 -0.855 1.478

Properties
highest occupied orbital energy: -7.69 eV
multiplicity: 1
Kohn-Sham gap: 8.0472 eV
E_tot: -188070.9108 eV
charge: 0
SMILES string: CN(C)P(=O)(N(C)C)N(C)C.CN(C)P(=O)(N(C)C)N(C)C.CN(C)P(=O)(N(C)C)N(C)C.CN(C)P(=O)(N(C)C)N(C)C.CN(C)P(=O)(N(C)C)N(C)C.CN(C)P(=O)(N(C)C)N(C)C.CN(C)P(=O)(N(C)C)N(C)C.CCN(CC)CC.CCN(CC)CC.CCN(CC)CC.CCN(CC)CC
M: 1659.2 g/mol
ΔE to the lowest compared entry with this formula, charge and spin: 0.6783 eV

Atomic partial charges in e from the Mulliken method, atoms 1 to 5: 0.3092, -0.4608, 0.2870, -1.2431, -1.1047

# 2
Molecular formula: C66H47F9KN4O4P
Method: DFT, ωB97M-V with the def2-TZVPD basis set

Geometry (Å):
K  0.8584  -0.1031  0.3670
O  2.6904  -0.8744  1.1799
C  3.2046  -1.3995  2.2966
C  2.8516  -0.5860  3.6100
C  1.5767  0.2296  3.7834
C  1.5348  1.0592  4.9135
C  0.4383  1.8624  5.1314
C  -0.5817  1.8728  4.1908
C  -0.4680  1.0534  3.0763
C  -1.4642  1.2070  1.9451
C  -2.2824  -0.0158  1.3599
O  -1.8899  -0.2791  0.0901
C  -3.7934  0.3407  1.4297
C  -4.6003  0.0075  0.3496
C  -5.9622  0.2734  0.3612
C  -6.5489  0.8749  1.4641
C  -5.7568  1.1984  2.5584
C  -4.3968  0.9290  2.5393
C  -2.2244  -1.2931  2.2257
C  -2.2787  -1.2859  3.6147
C  -2.4197  -2.4640  4.3315
C  -2.5200  -3.6780  3.6681
C  -2.4365  -3.6992  2.2836
C  -2.2814  -2.5189  1.5744
N  0.5720  0.2163  2.9135
C  2.7420  -2.8635  2.4318
C  1.5590  -3.2158  3.0730
C  1.1346  -4.5374  3.1118
C  1.8711  -5.5347  2.4897
C  3.0366  -5.1927  1.8207
C  3.4611  -3.8752  1.7961
C  4.7554  -1.3979  2.2798
C  5.5318  -2.0528  3.2330
C  6.9162  -1.9834  3.1950
C  7.5468  -1.2474  2.1982
C  6.7787  -0.5872  1.2506
C  5.3923  -0.6639  1.2888
H  3.6497  0.1524  3.7390
H  2.9344  -1.2503  4.4790
H  2.3737  1.0613  5.5984
H  0.3875  2.5003  6.0067
H  -1.4412  2.5238  4.2976
H  -0.8934  1.6025  1.0988
H  -2.1636  1.9974  2.2224
H  -4.1293  -0.4593  -0.5067
H  -6.5629  0.0130  -0.5021
H  -7.6103  1.0909  1.4738
H  -6.2003  1.6625  3.4318
H  -3.8009  1.1849  3.4064
H  -2.2281  -0.3516  4.1605
H  -2.4584  -2.4295  5.4142
H  -2.6379  -4.5991  4.2267
H  -2.4827  -4.6422  1.7512
H  -2.2149  -2.5091  0.4948
H  0.9470  -2.4524  3.5407
H  0.2171  -4.7814  3.6225
H  1.5354  -6.5650  2.5207
H  3.6202  -5.9554  1.3163
H  4.3694  -3.6170  1.2654
H  5.0464  -2.6409  4.0052
H  7.5052  -2.5072  3.9398
H  8.6289  -1.1905  2.1643
H  7.2539  0.0001  0.4742
H  4.7774  -0.1461  0.5644
O  4.4275  2.0634  -0.6718
C  3.1896  2.0289  -0.6710
N  2.3736  1.2058  -1.3108
C  2.8271  0.3720  -2.2904
O  3.3321  0.7004  -3.3517
C  2.6728  -1.1288  -2.0221
C  3.8125  -1.9141  -2.1722
C  3.7234  -3.2661  -1.9141
C  2.5015  -3.7985  -1.5284
C  1.4247  -2.9402  -1.4039
N  1.4994  -1.6330  -1.6479
C  2.4953  3.0915  0.1792
C  3.1003  4.3487  0.2186
C  2.4961  5.3677  0.9267
C  1.3155  5.0978  1.6029
C  0.8029  3.8159  1.5268
N  1.3626  2.8282  0.8327
H  4.7383  -1.4455  -2.4716
H  4.5984  -3.9004  -1.9987
H  2.3875  -4.8497  -1.2987
H  0.4567  -3.3113  -1.0822
H  4.0333  4.4784  -0.3097
H  2.9345  6.3589  0.9524
H  0.7930  5.8598  2.1654
H  -0.1161  3.5702  2.0458
F  -6.2299  -2.1724  -5.4790
C  -6.2583  -2.0307  -4.1310
F  -7.3324  -1.2479  -3.8705
F  -6.5423  -3.2487  -3.6297
C  -4.9904  -1.4533  -3.5888
C  -4.1242  -2.2145  -2.8184
C  -2.9611  -1.6394  -2.3299
C  -2.6379  -0.3163  -2.6074
C  -3.5047  0.4218  -3.4098
C  -4.6757  -0.1316  -3.8897
P  -1.0249  0.3141  -1.9550
C  -0.3971  0.5427  -3.7387
C  -0.0316  -0.6691  -4.3301
C  0.5042  -0.7365  -5.6008
C  0.7016  0.4336  -6.3231
C  0.3507  1.6520  -5.7608
C  -0.1939  1.6982  -4.4861
C  1.2398  0.3795  -7.7170
F  2.0052  -0.7080  -7.9437
F  0.2540  0.3351  -8.6529
F  1.9901  1.4584  -8.0358
C  -1.4284  2.0829  -1.6359
C  -0.4161  3.0369  -1.7324
C  -0.6539  4.3639  -1.4105
C  -1.9085  4.7517  -0.9592
C  -2.9224  3.8076  -0.8303
C  -2.6756  2.4902  -1.1665
C  -2.1874  6.1879  -0.6465
F  -3.1127  6.3393  0.3278
F  -2.6719  6.8693  -1.7184
F  -1.0940  6.8663  -0.2457
H  -4.3640  -3.2423  -2.5819
H  -2.3010  -2.2149  -1.6935
H  -3.2582  1.4458  -3.6610
H  -5.3466  0.4589  -4.5011
H  -0.1571  -1.5875  -3.7689
H  0.7885  -1.6912  -6.0224
H  0.5096  2.5696  -6.3121
H  -0.4685  2.6647  -4.0869
H  0.5817  2.7276  -2.0242
H  0.1528  5.0826  -1.4744
H  -3.8960  4.0954  -0.4560
H  -3.4630  1.7601  -1.0390

Atoms 1-2, force components in eV/Å:
K -2.046 0.711 -0.618
O 1.808 -0.788 0.958

Properties
highest occupied orbital energy: -2.83 eV
multiplicity: 1
Kohn-Sham gap: 6.5305 eV
E_tot: -133432.1571 eV
charge: -2
M: 1201.2 g/mol
ΔE to the lowest compared entry with this formula, charge and spin: 1.0666 eV

Atomic partial charges in e from the Mulliken method, atoms 1 to 5: 1.0195, -0.8597, 1.7548, -2.3686, 0.3626